Molecular formula: C20H60N7O11
Method: DFT, the ωB97M-V functional and the def2-TZVPD basis

The geometry in ORCA input format:
```
! wB97M-V def2-TZVPD RIJCOSX def2/J DEFGRID3
* xyz 3 1
C -0.87 3.95 -2.21
C -1.59 3.09 -3.25
C -0.79 2.11 -4.12
O -1.77 1.65 -5.05
C -1.25 0.56 -5.91
N -2.79 2.52 -2.52
H -2.54 1.87 -1.79
H -3.26 3.18 -1.91
H -3.46 2.09 -3.15
H 0.01 4.37 -2.68
H -0.64 3.34 -1.33
H -1.43 4.80 -1.82
H -1.97 3.83 -3.96
H -0.32 1.30 -3.57
H -0.08 2.56 -4.81
H -2.10 0.07 -6.37
H -0.61 -0.18 -5.43
H -0.55 1.03 -6.60
C 6.00 2.57 0.11
C 4.65 2.03 -0.55
C 4.39 0.51 -0.37
O 4.07 0.26 1.02
C 3.33 -0.95 1.19
N 3.45 2.89 -0.03
H 3.40 3.07 0.97
H 3.38 3.74 -0.57
H 2.63 2.33 -0.22
H 6.15 2.34 1.17
H 6.04 3.66 -0.01
H 6.93 2.17 -0.30
H 4.51 2.22 -1.61
H 5.09 -0.24 -0.73
H 3.53 0.23 -0.98
H 2.32 -0.60 1.39
H 3.65 -1.43 2.11
H 3.45 -1.70 0.40
C 0.35 -4.69 -0.05
C 0.38 -4.59 1.51
C 1.75 -4.37 2.16
O 1.58 -4.74 3.55
C 2.78 -4.72 4.30
N -0.49 -3.34 1.88
H -0.40 -3.15 2.87
H -0.07 -2.53 1.44
H -1.47 -3.37 1.68
H 0.88 -5.58 -0.39
H 0.92 -3.88 -0.50
H -0.69 -4.67 -0.38
H 0.05 -5.56 1.88
H 2.05 -3.34 1.97
H 2.55 -5.00 1.76
H 3.23 -3.74 4.12
H 3.50 -5.52 4.09
H 2.53 -4.75 5.36
C -3.77 -0.91 -3.33
C -2.93 -1.85 -2.38
C -1.51 -2.07 -2.87
O -0.64 -1.00 -2.70
C 0.70 -1.29 -2.94
N -2.96 -1.22 -1.03
H -3.75 -0.65 -0.77
H -2.83 -1.83 -0.24
H -2.15 -0.62 -1.02
H -4.80 -0.66 -3.07
H -3.90 -1.43 -4.27
H -3.28 0.06 -3.42
H -3.49 -2.75 -2.13
H -1.52 -2.25 -3.94
H -1.22 -2.90 -2.23
H 0.89 -1.99 -3.75
H 1.18 -1.65 -2.04
H 1.15 -0.35 -3.27
C 0.72 2.08 4.74
C -0.40 1.63 3.77
C -1.74 1.27 4.60
O -2.92 1.03 3.78
C -2.85 -0.20 3.05
N -0.67 2.79 2.85
H -0.62 3.73 3.23
H -0.03 2.73 2.07
H -1.59 2.72 2.43
H 0.66 3.04 5.25
H 1.66 2.00 4.19
H 0.66 1.30 5.50
H -0.19 0.75 3.17
H -1.97 2.03 5.34
H -1.59 0.39 5.23
H -2.06 -0.07 2.31
H -3.83 -0.41 2.62
H -2.57 -1.05 3.67
N -0.11 0.49 0.07
O -0.04 -0.67 0.51
O 0.81 1.26 0.16
O -1.12 0.88 -0.45
N -3.95 2.46 0.90
O -4.31 1.48 0.21
O -4.69 2.96 1.70
O -2.86 3.01 0.72
*
```

The calculation puts the largest force on an atom at 3.74 eV Å⁻¹. For the energy relative to the best compared isomer or geometry (same formula, charge and spin), the calculation gives 52.53 kcal per mole. For the orbital gap, the calculation gives 7.55 eV.